No. 1
10
Properties=species:S:1:pos:R:3:forces:R:3 method="wB97M-V/def2-TZVPD" de_lowest_kj_mol=0.0 spin_multiplicity=3 e_homo_ev="-8.1 / -8.1" energy_ev=-14984.9138
C 0.419 -0.493 0.216 0.9 -1.8 -1.6
C -0.394 0.375 -0.651 -0.7 -2.1 -0.2
C 1.068 -0.360 1.370 -1.4 -0.3 -1.4
C -0.911 1.484 -0.296 -0.3 2.0 0.3
N 1.782 -0.264 2.318 1.6 -0.9 2.9
P -1.041 -0.775 -2.071 0.0 0.2 -0.4
H 0.627 -1.433 -0.405 0.3 1.0 1.6
H -1.491 2.305 -0.628 -0.5 0.4 -0.2
H 1.806 -0.705 3.309 -0.8 1.2 -2.5
H -1.865 -0.134 -3.163 0.9 0.3 1.5


No. 2
7
Properties=species:S:1:pos:R:3:forces:R:3 method="wB97M-V/def2-TZVPD" de_lowest_kj_mol=347.3 e_homo_ev=-9.1 energy_ev=-15455.2099
C -0.164 -0.999 1.393 0.4 -1.1 -0.4
N -2.689 -2.586 0.987 5.0 0.1 1.5
O -1.758 -3.330 1.009 -3.1 0.3 -0.9
S -1.861 -0.828 1.652 -3.1 1.1 -0.2
H 0.465 -0.614 2.201 -0.3 -0.7 0.2
H -0.203 -2.090 1.226 1.3 -0.2 0.5
H 0.228 -0.587 0.483 -0.2 0.5 -0.6


No. 3
16
Properties=species:S:1:pos:R:3:forces:R:3 method="wB97M-V/def2-TZVPD" de_lowest_kj_mol=311.8 e_homo_ev=-9.0 energy_ev=-19231.0320
C 1.308 0.040 -0.519 5.0 -5.2 -1.3
C 0.575 -1.057 0.330 1.0 2.6 0.2
C -0.635 -1.458 -0.352 -4.4 0.8 4.5
C -0.858 1.196 -0.629 0.4 2.0 -3.0
C 0.490 1.106 0.077 -0.8 4.2 -2.0
C 0.218 0.245 1.152 -0.7 -3.9 5.1
H 1.126 -1.982 0.659 -0.1 1.4 0.0
H -0.434 -1.829 -1.207 1.3 -2.4 -6.4
H -1.117 -2.264 0.190 -0.2 -0.2 0.3
H -1.359 2.086 -0.340 -0.8 0.5 1.5
H -0.532 1.696 -1.596 -0.9 -1.8 -0.3
H 0.803 2.192 0.220 0.2 -1.6 -0.1
H -0.785 0.159 1.596 0.1 0.5 -0.5
H 0.815 0.348 1.995 1.7 0.2 1.5
O 2.398 -0.267 -1.076 -3.4 2.7 1.1
S -2.013 -0.210 -0.499 1.8 0.2 -0.6